C4H4OS | ωB97M-V/def2-TZVPD

Summary:
Total charge = 0
Maximum force = 4.90 eV/A
HOMO level = -9.768 eV
HOMO-LUMO gap = 10.1 eV
E = -17093.6070 eV
E_LUMO = 0.29 eV

Positions of all 10 atoms, in Å:
C (0.737428, -0.402344, 0.025636)
C (2.371979, -0.678103, 0.028422)
C (-0.350004, -1.186965, -0.090015)
C (0.898054, 1.075978, 0.126831)
O (3.018243, -1.670283, 0.052576)
S (2.774714, 1.000609, -0.069737)
H (-1.224940, -0.532633, -0.177993)
H (-0.270310, -2.205506, -0.110593)
H (0.235084, 1.743170, -0.609002)
H (0.643881, 1.259126, 1.108572)

Atomic forces in eV per Å
1.992 -1.926 -0.627
-3.058 -1.136 -0.073
1.544 4.645 0.161
-0.632 0.873 -3.061
0.313 -0.136 0.043
-1.004 1.298 0.011
-0.380 -1.138 0.030
-0.272 -2.401 -0.123
1.824 -1.408 1.480
-0.327 1.328 2.159